Molecular formula: C18H22NO
Method: DFT, ωB97M-V/def2-TZVPD

Values from the calculation:
E_LUMO: -2.48 eV
DFT total energy: -828.80972 Eh
Net charge: +1
Gap between HOMO and LUMO: 8.37 eV
SMILES: C=CC[NH+](CC=C)CCOc1ccc2ccccc2c1
HOMO: -10.85 eV
Relative energy (zero: lowest compared OMol25 entry of this formula, charge and spin): 1.1792 eV

Each line ends with the Mulliken charge.
Atoms and positions in Å:
1 C 4.94 1.21 -1.15  -0.83
2 C 4.33 0.42 -0.29  0.03
3 C 3.30 0.91 0.68  -0.60
4 N 1.98 0.21 0.59  0.04
5 C 1.88 -1.02 1.43  -0.83
6 C 2.79 -2.13 0.98  0.01
7 C 2.38 -3.17 0.28  -0.86
8 C 1.53 0.02 -0.81  -0.49
9 C 0.84 1.33 -1.24  -0.98
10 O 0.06 1.81 -0.17  -0.60
11 C -1.25 1.34 -0.02  1.00
12 C -1.96 1.97 1.03  -0.70
13 C -3.24 1.60 1.30  -0.94
14 C -3.88 0.59 0.55  0.70
15 C -5.21 0.20 0.81  -0.67
16 C -5.80 -0.78 0.06  -0.56
17 C -5.10 -1.40 -0.99  -0.55
18 C -3.81 -1.03 -1.26  -0.82
19 C -3.17 -0.03 -0.50  0.25
20 C -1.84 0.36 -0.77  -0.15
21 H 5.70 0.84 -1.81  0.29
22 H 4.73 2.26 -1.22  0.26
23 H 4.58 -0.63 -0.24  0.27
24 H 3.67 0.79 1.70  0.33
25 H 3.13 1.98 0.51  0.42
26 H 1.27 0.88 0.95  0.30
27 H 2.10 -0.74 2.46  0.47
28 H 0.84 -1.36 1.39  0.51
29 H 3.81 -2.06 1.31  0.44
30 H 3.05 -3.96 0.00  0.30
31 H 1.35 -3.29 -0.03  0.26
32 H 2.37 -0.22 -1.46  0.53
33 H 0.81 -0.80 -0.83  0.46
34 H 0.26 1.18 -2.15  0.43
35 H 1.59 2.11 -1.43  0.45
36 H -1.46 2.74 1.59  0.47
37 H -3.78 2.08 2.10  0.41
38 H -5.75 0.68 1.61  0.39
39 H -6.82 -1.08 0.25  0.40
40 H -5.58 -2.16 -1.57  0.40
41 H -3.26 -1.51 -2.07  0.41
42 H -1.33 -0.13 -1.58  0.36